# 1
One molecule with the formula C7H12N2O, computed with ωB97M-V with the def2-TZVPD basis set.

ORCA input file:
```
! wB97M-V def2-TZVPD RIJCOSX def2/J DEFGRID3
* xyz 0 1
H -1.009 -1.447 -1.203
N 1.659 -0.428 1.019
C 2.906 -0.178 -0.826
C -1.945 -0.199 0.289
H -1.896 1.910 0.063
H 1.700 1.574 -1.503
C 0.062 1.354 0.748
N 1.202 0.598 0.309
C 1.923 0.785 -0.814
H -2.092 -0.219 1.383
C -1.207 -1.466 -0.133
H -3.669 -0.941 -0.250
H 3.237 -1.749 0.727
H 0.309 2.419 0.686
H -1.810 -2.345 0.092
C 2.690 -0.908 0.349
O -3.209 -0.101 -0.346
H 3.666 -0.332 -1.564
H -0.943 1.050 -1.143
H -0.111 1.091 1.793
C -1.197 1.086 -0.083
H -0.268 -1.553 0.405
*
```

Results
Gap between HOMO and LUMO, eV: 10.33
Structure (SMILES): C[C@H](O)CCn1cccn1
HOMO energy, eV: -9.35

For reference, the natural (NBO) charges in units of e are: H 0.209; N -0.276; C -0.342; C 0.108; H 0.224; H 0.217; C -0.214; N -0.165; C -0.052; H 0.150; C -0.649; H 0.468; H 0.209; H 0.209; H 0.201; C -0.061; O -0.723; H 0.228; H 0.209; H 0.229; C -0.419; H 0.240


# 2
A 2-piece molecular cluster, C7H12N2O overall in a non-equilibrium geometry, computed with ωB97M-V with the def2-TZVPD basis set.

ORCA input file:
```
! wB97M-V def2-TZVPD RIJCOSX def2/J DEFGRID3
* xyz 0 1
N 1.631 -1.886 0.408
H -0.957 -4.069 0.306
C -2.863 -0.225 -0.044
H -3.054 0.759 0.405
C -1.476 -3.176 0.675
C -5.015 -1.759 0.434
H -2.268 -2.241 -1.769
H 1.399 0.918 0.936
H -2.793 -0.051 -1.126
H 2.721 0.114 0.549
H -0.633 -2.900 -1.957
C -1.206 -2.050 -1.569
H -1.305 -3.090 1.757
O 2.260 1.001 0.472
C 0.497 -1.789 0.166
H -0.897 -1.140 -2.100
H -1.580 -0.691 1.477
H -5.839 -2.426 0.615
H -2.551 -3.293 0.495
C -0.978 -1.919 -0.057
C -4.033 -1.083 0.223
N -1.570 -0.672 0.461
*
```

Results
Gap between HOMO and LUMO, eV: 10.56
Structure (SMILES): C#CCNC(C)(C)C#N.O
HOMO energy, eV: -9.94

For reference, the natural (NBO) charges in units of e are: N -0.360; H 0.224; C -0.306; H 0.239; C -0.614; C -0.247; H 0.223; H 0.469; H 0.229; H 0.490; H 0.233; C -0.613; H 0.218; O -0.959; C 0.315; H 0.231; H 0.369; H 0.246; H 0.233; C 0.018; C -0.033; N -0.605


# 3
One molecule with the formula C7H12N2O2 in a non-equilibrium geometry, computed with ωB97M-V with the def2-TZVPD basis set.

ORCA input file:
```
! wB97M-V def2-TZVPD RIJCOSX def2/J DEFGRID3
* xyz 0 1
C 1.556 2.064 -0.955
H 0.628 2.609 -1.024
H 3.230 -0.544 0.893
H 2.611 -1.673 2.107
H 2.131 2.481 -1.827
N -0.274 0.746 0.864
H 2.137 0.137 -1.517
H 2.109 2.318 -0.095
C 0.476 -0.103 -0.129
O -0.715 -1.970 -1.351
N -1.819 -0.103 -0.613
H 0.343 -1.533 1.288
O -2.646 0.847 1.311
C 1.218 0.579 -1.254
C 1.171 -1.186 0.734
C 2.406 -0.765 1.572
H 2.326 0.063 2.252
C -1.689 0.508 0.594
H 1.456 -2.132 0.058
C -0.675 -0.930 -0.802
H -2.783 -0.565 -0.852
H 0.611 0.560 -2.095
H -0.036 1.762 0.818
*
```

Results
Gap between HOMO and LUMO, eV: 10.49
Structure (SMILES): CCC1(CC)NC(=O)NC1=O
HOMO energy, eV: -9.87

For reference, the natural (NBO) charges in units of e are: C -0.618; H 0.203; H 0.201; H 0.219; H 0.222; N -0.661; H 0.223; H 0.214; C 0.017; O -0.538; N -0.669; H 0.205; O -0.588; C -0.411; C -0.375; C -0.618; H 0.215; C 0.777; H 0.218; C 0.709; H 0.429; H 0.214; H 0.411


# 4
One molecule with the formula C7H12N2O3 in a non-equilibrium geometry, computed with ωB97M-V with the def2-TZVPD basis set.

ORCA input file:
```
! wB97M-V def2-TZVPD RIJCOSX def2/J DEFGRID3
* xyz 0 1
C 2.858 -0.424 -0.539
O -0.021 -2.068 -0.159
H -2.764 -1.829 0.374
C -3.730 0.032 -0.089
O -4.822 -0.376 -0.435
H 3.021 1.607 -1.419
H 3.260 1.518 0.371
C 1.189 1.198 -0.121
H 2.307 -0.931 -1.309
N -1.362 -0.311 0.358
H 3.923 -0.759 -0.559
C -0.143 -0.939 0.325
H 0.606 1.101 -1.072
O -3.431 1.244 0.376
C -2.579 -0.917 -0.183
H 2.123 -1.814 0.787
H 0.863 2.104 0.358
H -2.307 -1.242 -1.221
H -4.234 1.780 0.497
C 2.706 1.136 -0.502
N 2.287 -0.807 0.714
H 0.702 0.196 1.831
C 1.007 -0.051 0.789
H -1.460 0.551 0.829
*
```

Results
Gap between HOMO and LUMO, eV: 9.10
Structure (SMILES): O=C(O)CNC(=O)[C@@H]1CCCN1
HOMO energy, eV: -8.78

For reference, the natural (NBO) charges in units of e are: C -0.225; O -0.640; H 0.240; C 0.777; O -0.572; H 0.216; H 0.209; C -0.408; H 0.177; N -0.627; H 0.199; C 0.670; H 0.210; O -0.688; C -0.335; H 0.386; H 0.215; H 0.250; H 0.513; C -0.402; N -0.622; H 0.205; C -0.152; H 0.405


# 5
One molecule with the formula C7H12N2O3S in a non-equilibrium geometry, computed with ωB97M-V with the def2-TZVPD basis set.

ORCA input file:
```
! wB97M-V def2-TZVPD RIJCOSX def2/J DEFGRID3
* xyz 0 1
N 1.553 0.015 1.341
C 0.366 -1.066 -1.565
C -2.476 0.683 -0.727
H 1.089 2.078 0.432
O 0.288 0.436 1.365
C -1.104 2.334 0.468
C 3.053 -1.752 -0.380
H -3.396 0.138 -0.992
H 2.749 -1.750 -1.445
O 1.647 -1.172 1.872
H -0.274 -2.495 -0.230
H -1.165 3.226 1.212
N 0.463 -0.501 -2.565
S 1.584 -2.401 0.531
H -2.225 1.298 -1.660
H -1.653 -0.136 -0.776
H -2.745 1.071 1.384
C 0.145 1.563 0.818
C -2.470 1.603 0.487
H 4.068 -2.194 -0.119
H 2.881 -0.772 -0.029
H -3.218 2.394 0.477
C 0.351 -1.544 -0.335
H -1.040 2.714 -0.517
O 1.528 -3.769 0.952
*
```

Results
Gap between HOMO and LUMO (alpha / beta), eV: 7.73 / 7.73
HOMO energy (alpha / beta), eV: -8.30 / -8.30

For reference, the natural (NBO) charges in units of e are: N -0.104; C 0.218; C -0.633; H 0.187; O -0.190; C -0.483; C -0.831; H 0.224; H 0.261; O -0.488; H 0.248; H 0.245; N -0.394; S 1.893; H 0.204; H 0.233; H 0.216; C 0.372; C -0.409; H 0.258; H 0.263; H 0.213; C -0.905; H 0.246; O -0.845


# 6
One molecule with the formula C7H12N2O5 in a non-equilibrium geometry, computed with ωB97M-V with the def2-TZVPD basis set.

ORCA input file:
```
! wB97M-V def2-TZVPD RIJCOSX def2/J DEFGRID3
* xyz 0 1
O 1.636 -2.198 -0.634
N 0.091 -0.999 0.329
H 1.787 -0.018 1.311
N 1.794 -1.139 -2.902
O -2.171 0.924 -1.462
C -0.716 1.333 0.822
C 0.705 -0.702 -2.104
H 0.729 0.396 -1.941
C -1.122 -0.154 0.455
H 1.529 -1.251 -3.873
C -0.141 1.244 2.371
C 0.837 -1.335 -0.765
O 2.188 0.474 2.077
H 2.325 -1.692 -2.342
H -1.698 -0.651 1.257
H -0.134 1.596 -0.084
C 1.297 1.220 2.679
O -2.785 -1.165 -0.947
H 0.268 -1.702 1.112
C -2.094 -0.203 -0.674
H -0.633 0.348 2.674
H -0.465 2.118 2.891
H -1.740 1.762 0.845
H -0.170 -1.158 -2.595
H -3.026 0.851 -1.974
O 1.709 2.100 3.473
*
```

Results
Gap between HOMO and LUMO, eV: 9.47
Structure (SMILES): NCC(=O)N[C@@H](CCC(=O)O)C(=O)O
HOMO energy, eV: -9.29

For reference, the natural (NBO) charges in units of e are: O -0.600; N -0.662; H 0.498; N -0.858; O -0.695; C -0.391; C -0.331; H 0.194; C -0.156; H 0.382; C -0.515; C 0.667; O -0.646; H 0.397; H 0.239; H 0.233; C 0.758; O -0.564; H 0.427; C 0.768; H 0.215; H 0.263; H 0.226; H 0.225; H 0.509; O -0.586


# 7
One molecule with the formula C7H12N2O5S in a non-equilibrium geometry, computed with ωB97M-V with the def2-TZVPD basis set.

ORCA input file:
```
! wB97M-V def2-TZVPD RIJCOSX def2/J DEFGRID3
* xyz 0 1
C -2.514 0.305 -0.644
H 4.235 0.335 1.036
O 3.132 2.138 0.692
N -2.661 -1.721 0.494
C 2.000 1.680 0.076
O -2.213 2.497 0.063
O -2.059 0.762 1.803
H 2.241 -1.694 -0.959
C -2.242 1.250 0.506
C -0.466 -1.154 -0.136
H -1.985 -1.560 -1.650
H 2.909 -0.198 -1.651
H -3.690 0.463 -0.755
O 0.027 -2.161 0.465
C 2.677 -0.745 -0.643
N 0.391 -0.058 -0.168
H -2.102 -0.249 1.805
C 1.774 0.126 0.197
S 4.183 -1.074 0.438
C -2.017 -1.105 -0.608
H -2.245 0.812 -1.586
O 1.313 2.382 -0.673
H -2.158 -2.736 0.622
H 0.142 0.700 -0.801
H -3.912 -1.714 0.338
H 3.335 3.003 0.470
H 1.907 -0.283 1.268
*
```

Results
Gap between HOMO and LUMO, eV: 9.63
Structure (SMILES): N[C@@H](CC(=O)O)C(=O)N[C@@H](CS)C(=O)O
HOMO energy, eV: -9.31

For reference, the natural (NBO) charges in units of e are: C -0.561; H 0.171; O -0.678; N -0.890; C 0.802; O -0.602; O -0.686; H 0.256; C 0.788; C 0.671; H 0.207; H 0.218; H 0.259; O -0.653; C -0.503; N -0.627; H 0.529; C -0.178; S -0.087; C -0.133; H 0.264; O -0.571; H 0.429; H 0.417; H 0.394; H 0.504; H 0.259


# 8
One molecule with the formula C7H12N2OS2 in a non-equilibrium geometry, computed with ωB97M-V with the def2-TZVPD basis set.

ORCA input file:
```
! wB97M-V def2-TZVPD RIJCOSX def2/J DEFGRID3
* xyz 0 1
H -3.181 2.474 -1.075
H -3.247 1.048 -2.083
H -3.098 -0.576 1.549
H 4.467 0.318 1.178
H 3.028 -1.849 -0.206
H -1.629 -1.330 -1.012
C 4.119 -0.782 1.211
H 1.861 0.062 1.366
N -0.389 -0.343 0.397
H 3.567 -0.309 -0.859
C -3.811 0.729 -0.004
H 3.692 -0.952 2.141
C -2.964 -0.403 0.391
S -4.819 -0.857 -0.044
H -4.697 1.745 -1.538
N 1.803 -0.416 0.444
H -4.326 1.314 0.811
O -5.579 -1.063 1.167
C 3.156 -0.877 0.060
C -1.557 -0.649 -0.078
S 0.937 -1.019 -1.918
C 0.729 -0.578 -0.285
H 5.005 -1.382 0.970
C -3.692 1.535 -1.238
*
```

Results
Gap between HOMO and LUMO, eV: 7.75
HOMO energy, eV: -8.25

For reference, the natural (NBO) charges in units of e are: H 0.233; H 0.224; H 0.266; H 0.202; H 0.203; H 0.188; C -0.623; H 0.407; N -0.495; H 0.212; C -0.353; H 0.208; C -0.460; S 1.181; H 0.227; N -0.539; H 0.248; O -0.928; C -0.209; C 0.228; S -0.299; C 0.283; H 0.232; C -0.636


# 9
C7H12N2P as an isolated structure in a non-equilibrium geometry, computed with ωB97M-V with the def2-TZVPD basis set.

ORCA input file:
```
! wB97M-V def2-TZVPD RIJCOSX def2/J DEFGRID3
* xyz 1 1
C 1.561 -1.820 2.104
H 1.267 1.137 -2.811
H -0.335 1.513 1.554
H 1.338 -1.604 4.234
H -3.267 1.184 -2.733
C 0.514 -0.186 0.609
N -2.355 0.959 -3.134
H -1.774 0.786 -2.000
P 1.188 -0.100 -2.165
C 1.408 -1.257 0.840
C 0.283 0.084 2.997
H -2.035 1.574 -3.857
N -1.186 0.615 -0.972
C 0.032 0.194 -0.736
H 2.140 -2.681 2.329
H 0.154 0.831 3.789
H -2.558 0.069 -3.473
H -1.615 0.811 -0.102
H 2.287 0.062 -1.347
H 1.863 -1.593 -0.035
C 1.076 -1.084 3.228
C 0.014 0.507 1.683
*
```

Results
Gap between HOMO and LUMO, eV: 8.80
HOMO energy, eV: -12.80

For reference, the natural (NBO) charges in units of e are: C -0.199; H 0.025; H 0.222; H 0.251; H 0.407; C -0.166; N -0.981; H 0.417; P 0.304; C -0.151; C -0.199; H 0.422; N -0.685; C 0.189; H 0.238; H 0.238; H 0.402; H 0.387; H 0.013; H 0.214; C -0.147; C -0.201


# 10
An isolated ion of composition C7H12N3O2 and charge +1 in a non-equilibrium geometry, computed with ωB97M-V with the def2-TZVPD basis set.

ORCA input file:
```
! wB97M-V def2-TZVPD RIJCOSX def2/J DEFGRID3
* xyz 1 1
H 1.785 -1.546 -1.265
H 3.206 1.605 -0.490
C -1.195 1.165 -0.102
N 0.226 -0.726 -0.123
H 1.846 -2.083 0.413
O -1.445 2.530 0.020
H 2.696 -0.331 1.326
H 1.093 2.036 1.205
H -2.600 -2.459 0.180
H 3.591 -0.677 -0.024
C 2.694 -0.233 0.178
H -0.536 -2.715 -0.354
N -2.110 -1.588 0.038
H 1.136 2.489 -0.520
N 2.416 0.983 -0.325
C -0.770 -1.600 -0.074
H -3.167 -0.135 1.202
C -3.042 -0.438 0.166
C 1.155 1.646 0.154
O -2.441 0.635 -0.510
H -2.330 2.704 -0.437
C 1.661 -1.243 -0.251
H -3.900 -0.688 -0.311
C 0.034 0.667 -0.095
*
```

Results
Gap between HOMO and LUMO, eV: 8.77
Structure (SMILES): OC1=C2CNCCN2C=[NH+]CO1
HOMO energy, eV: -12.26

For reference, the natural (NBO) charges in units of e are: H 0.217; H 0.405; C 0.583; N -0.325; H 0.224; O -0.669; H 0.144; H 0.210; H 0.432; H 0.238; C -0.216; H 0.236; N -0.553; H 0.249; N -0.626; C 0.373; H 0.198; C 0.114; C -0.235; O -0.514; H 0.516; C -0.194; H 0.209; C -0.015


no.,total energy (eV)
1,-12480.84366
2,-12478.86030
3,-14528.74626
4,-16576.69527
5,-27401.16054
6,-20670.38198
7,-31503.98958
8,-34148.31431
9,-19714.85587
10,-16010.01357